{
  "formula": "C31H53N4O16",
  "method": "ωB97M-V with the def2-TZVPD basis set",
  "species": ["O", "O", "O", "O", "O", "O", "O", "O", "O", "O", "O", "O", "O", "O", "O", "O", "N", "N", "N", "N", "C", "C", "C", "C", "C", "C", "C", "C", "C", "C", "C", "C", "C", "C", "C", "C", "C", "C", "C", "C", "C", "C", "C", "C", "C", "C", "C", "C", "C", "C", "C", "H", "H", "H", "H", "H", "H", "H", "H", "H", "H", "H", "H", "H", "H", "H", "H", "H", "H", "H", "H", "H", "H", "H", "H", "H", "H", "H", "H", "H", "H", "H", "H", "H", "H", "H", "H", "H", "H", "H", "H", "H", "H", "H", "H", "H", "H", "H", "H", "H", "H", "H", "H", "H"],
  "coordinates": [[-2.357, -2.933, -6.357], [0.407, 1.368, -0.331], [0.590, 5.439, -3.630], [5.303, -6.738, 2.585], [-0.344, 0.473, 1.554], [2.090, 5.479, -1.996], [0.503, 10.068, 1.423], [-4.955, -0.854, -0.743], [0.097, 12.158, 2.167], [-2.751, -1.212, -1.032], [-0.096, 5.623, -1.494], [-1.118, 10.409, 2.905], [-4.079, -3.572, -5.048], [1.783, 0.105, 0.920], [-1.994, -3.820, -4.315], [-3.989, -0.271, -2.649], [-0.528, -3.840, 2.780], [-1.349, -4.476, 0.838], [-1.337, -4.905, 2.969], [0.095, -2.562, 0.853], [-4.160, -4.367, -3.862], [0.777, 5.525, -2.299], [0.089, -3.208, 3.964], [-1.039, 1.500, -0.376], [4.327, -7.743, 2.763], [-1.265, 9.061, 2.448], [3.547, -1.602, 3.096], [-5.928, -0.070, -1.463], [-1.803, -5.272, 1.776], [-0.550, -3.594, 1.458], [0.134, 7.767, 0.743], [-5.414, -0.147, -2.886], [5.355, -3.075, 2.000], [-5.716, 1.039, -3.761], [4.829, -5.431, 2.828], [-2.766, -3.394, -5.347], [-1.447, 2.792, -1.027], [1.146, -2.153, 3.688], [-3.804, -0.818, -1.441], [2.806, 5.115, -3.187], [1.922, 4.816, -5.569], [-0.145, 10.998, 2.165], [-2.280, -5.153, -2.308], [-2.842, -4.061, -3.180], [1.873, 5.593, -4.281], [0.104, 8.760, 1.874], [0.726, 0.625, 0.731], [4.973, -2.143, 3.165], [-1.380, 1.364, 1.091], [2.497, -2.720, 3.255], [5.907, -4.437, 2.423], [6.471, -4.884, 1.603], [2.396, -3.242, 2.300], [1.720, 3.759, -5.389], [1.297, -1.649, 4.647], [-6.792, 1.135, -3.900], [1.174, 5.186, -6.269], [-0.347, -1.662, 0.812], [2.014, 6.661, -4.466], [1.144, 7.664, 0.348], [3.780, 5.596, -3.194], [4.574, -5.325, 3.892], [-5.250, 0.924, -4.738], [3.383, -1.124, 2.130], [-2.911, -3.124, -2.617], [-1.494, -5.295, 3.887], [-1.546, 8.418, 3.279], [-1.104, 2.826, -2.060], [-5.903, 0.950, -1.073], [5.093, -2.664, 4.121], [6.597, -4.284, 3.258], [2.831, -3.427, 4.023], [-4.239, -5.419, -4.148], [-6.918, -0.493, -1.324], [0.795, 8.465, 2.669], [-2.946, -5.336, -1.466], [0.523, -4.005, 4.574], [-5.333, 1.956, -3.312], [-2.043, 9.034, 1.681], [-2.534, 2.886, -1.025], [-1.413, 0.625, -0.912], [-1.307, -4.863, -1.919], [-2.352, 0.913, 1.274], [2.929, 4.030, -3.198], [0.780, -1.397, 2.998], [-2.469, -6.109, 1.633], [3.536, -7.417, 3.448], [0.985, -2.706, 0.410], [3.373, -0.875, 3.893], [6.099, -2.571, 1.380], [3.869, -8.001, 1.804], [-0.509, 8.092, -0.075], [4.808, -8.619, 3.195], [-1.298, 2.309, 1.632], [5.663, -1.298, 3.181], [2.905, 4.916, -6.029], [-5.034, -4.078, -3.284], [-5.740, -1.075, -3.363], [3.919, -5.253, 2.233], [4.489, -3.236, 1.348], [-0.740, -2.778, 4.534], [-2.154, -6.078, -2.874], [-0.200, 6.787, 1.080], [-1.018, 3.648, -0.511]],
  "atomic_forces_ev_per_a": [[-0.01, 0.05, -0.07], [-0.02, 0.06, 0.02], [0.00, 0.05, -0.03], [0.11, -0.04, 0.18], [-0.13, 0.00, 0.12], [0.09, -0.05, -0.01], [0.05, 0.00, 0.04], [-0.04, 0.03, 0.03], [0.01, 0.07, 0.00], [0.04, -0.09, 0.21], [-0.04, -0.02, 0.01], [-0.06, -0.04, -0.02], [-0.12, 0.00, 0.01], [-0.09, 0.03, 0.11], [-0.03, 0.06, -0.05], [0.03, -0.11, -0.04], [0.05, -0.23, 0.02], [0.04, -0.31, -0.16], [0.06, -0.04, 0.04], [0.15, -0.25, 0.28], [0.00, -0.03, -0.01], [-0.01, 0.03, -0.02], [-0.10, 0.34, 0.38], [-0.14, 0.10, -0.03], [-0.04, 0.17, 0.06], [-0.03, 0.01, 0.05], [-0.19, -0.62, -0.07], [-0.03, 0.00, 0.01], [-0.06, 0.02, 0.01], [-0.09, 0.37, -0.18], [0.07, 0.20, -0.11], [-0.14, 0.09, -0.05], [-0.06, 0.02, -0.04], [0.22, 0.08, -0.01], [0.03, -0.01, -0.18], [0.14, -0.03, 0.14], [0.18, -0.03, -0.02], [0.18, -0.01, 0.06], [-0.06, 0.12, -0.10], [0.03, 0.02, 0.02], [-0.19, -0.10, 0.03], [0.01, -0.07, -0.02], [0.14, -0.10, -0.24], [-0.03, -0.02, 0.14], [0.06, -0.06, -0.09], [-0.02, -0.10, -0.07], [0.16, -0.07, -0.35], [-0.10, 0.05, 0.08], [-0.06, 0.01, 0.04], [-0.06, 0.46, -0.08], [0.00, 0.13, 0.06], [-0.03, -0.01, 0.01], [0.03, -0.24, 0.13], [0.05, 0.00, 0.02], [-0.10, -0.01, -0.01], [-0.02, -0.02, 0.00], [0.03, 0.04, -0.01], [0.00, 0.12, 0.00], [-0.01, 0.01, 0.02], [0.01, -0.05, 0.04], [-0.03, 0.07, 0.09], [-0.14, 0.01, -0.02], [-0.04, -0.05, -0.01], [-0.02, 0.25, 0.16], [0.04, -0.06, -0.03], [0.03, 0.01, 0.03], [0.02, 0.08, 0.07], [-0.05, -0.02, -0.02], [-0.01, 0.02, -0.03], [0.08, -0.01, -0.02], [0.12, -0.14, -0.10], [0.02, -0.11, -0.13], [0.00, -0.02, 0.03], [0.05, -0.10, 0.05], [-0.01, 0.01, 0.02], [-0.02, 0.02, 0.02], [-0.03, -0.11, -0.18], [-0.04, 0.00, 0.04], [0.02, -0.04, -0.03], [-0.01, -0.03, 0.00], [0.03, 0.08, -0.09], [-0.02, 0.05, 0.07], [0.04, -0.09, 0.01], [0.00, -0.01, -0.04], [0.05, 0.01, -0.01], [0.00, 0.00, 0.08], [0.04, -0.02, 0.04], [-0.06, 0.09, -0.12], [0.14, 0.15, -0.09], [0.00, -0.03, -0.01], [-0.02, -0.06, 0.01], [-0.06, -0.02, 0.03], [0.01, -0.05, -0.10], [0.03, 0.01, -0.02], [0.02, -0.01, 0.10], [0.02, 0.01, 0.00], [-0.03, 0.06, -0.05], [0.03, -0.02, -0.01], [0.00, 0.00, 0.03], [0.04, 0.02, -0.02], [0.01, 0.03, -0.07], [-0.09, 0.02, -0.03], [0.00, -0.01, 0.02], [-0.02, 0.02, 0.04]],
  "mulliken_charge": [-0.527, -0.405, -0.347, -0.416, -0.353, -0.299, -0.359, -0.344, -0.513, -0.671, -0.564, -0.329, -0.352, -0.468, -0.411, -0.354, 0.604, -0.103, -0.510, 0.140, -0.442, 0.699, -0.704, 1.251, -0.729, -0.497, -0.820, -0.518, -0.217, -0.187, -1.360, 0.625, -0.535, -1.523, -0.106, 0.618, -1.613, -0.149, 0.864, -0.511, -1.451, 0.618, -1.555, 1.433, 0.517, 0.496, 0.459, -0.948, -0.572, 0.225, -0.911, 0.382, -0.114, 0.343, 0.645, 0.403, 0.357, -0.048, 0.277, 0.328, 0.304, 0.304, 0.377, 0.188, -0.461, 0.198, 0.311, 0.364, 0.303, 0.446, 0.286, 0.213, 0.305, 0.319, 0.277, 0.321, 0.422, 0.331, 0.322, 0.412, -0.173, 0.316, 0.294, 0.296, -0.254, 0.472, 0.292, 0.228, 0.551, 0.418, 0.261, 0.338, 0.282, 0.403, 0.379, 0.385, 0.312, 0.201, 0.225, 0.310, 0.400, 0.419, 0.358, 0.294],
  "total_charge": 1,
  "de_lowest_kj_mol": 0.0,
  "homo_lumo_gap_ev": 8.50,
  "max_force_ev_per_a": 0.6
}


{
  "formula": "C31H53N5O9",
  "method": "ωB97M-V with the def2-TZVPD basis set",
  "species": ["O", "O", "O", "O", "O", "O", "O", "O", "O", "N", "N", "N", "N", "N", "C", "C", "C", "C", "C", "C", "C", "C", "C", "C", "C", "C", "C", "C", "C", "C", "C", "C", "C", "C", "C", "C", "C", "C", "C", "C", "C", "C", "C", "C", "C", "H", "H", "H", "H", "H", "H", "H", "H", "H", "H", "H", "H", "H", "H", "H", "H", "H", "H", "H", "H", "H", "H", "H", "H", "H", "H", "H", "H", "H", "H", "H", "H", "H", "H", "H", "H", "H", "H", "H", "H", "H", "H", "H", "H", "H", "H", "H", "H", "H", "H", "H", "H", "H"],
  "coordinates": [[1.677, 1.368, 0.580], [-3.329, 2.355, 0.922], [-0.856, -1.655, 0.319], [-8.835, 0.302, -0.409], [-8.031, -1.751, 0.153], [5.650, -0.803, 0.819], [0.996, -1.492, 1.602], [6.094, -1.445, -1.320], [6.053, 2.486, -0.598], [4.612, 0.143, -0.956], [-1.884, 0.975, -0.119], [0.611, 1.165, -1.319], [-6.796, -0.317, -1.076], [1.933, 1.133, -1.578], [-9.933, -0.116, 1.733], [8.233, -1.886, -0.225], [-0.615, 0.183, 1.846], [4.660, 2.573, -0.591], [8.222, 2.457, 0.253], [0.479, 1.303, -0.041], [6.773, 4.478, 0.604], [7.036, -2.486, -0.962], [6.800, 2.945, 0.540], [-7.906, -0.672, -0.383], [4.012, 1.214, -0.201], [2.957, -2.764, 1.901], [2.546, 1.244, -0.447], [0.790, -3.914, 1.360], [-0.779, 1.266, 0.751], [1.661, -2.687, 1.096], [-3.119, 1.491, 0.098], [-5.456, 1.709, -0.807], [6.346, -3.553, -0.113], [-6.548, 1.002, -1.611], [-0.189, -1.111, 1.166], [-10.116, 0.104, 0.231], [-5.633, -1.175, -1.044], [-10.862, 1.415, -0.028], [-10.859, -1.068, -0.409], [5.496, -0.713, -0.377], [-4.520, -0.534, -0.215], [7.471, -3.068, -2.307], [6.310, 2.348, 1.861], [-4.188, 0.856, -0.778], [1.956, -2.526, -0.394], [7.000, 2.623, 2.654], [3.599, -1.913, 1.685], [-11.854, -1.150, 0.020], [0.548, -3.978, 2.419], [8.681, -1.097, -0.826], [4.188, 0.992, 0.856], [-3.639, -1.177, -0.222], [0.138, 0.482, 2.573], [4.625, 0.229, -1.960], [-0.985, 2.235, 1.225], [-10.904, -0.176, 2.216], [7.029, -4.380, 0.061], [-5.288, -1.337, -2.071], [5.464, -3.925, -0.629], [8.547, 2.826, -0.715], [5.773, 4.847, 0.817], [-10.311, 2.248, 0.400], [-5.242, 2.683, -1.249], [8.906, 2.808, 1.019], [1.033, -2.435, -0.961], [-0.133, -3.858, 0.790], [-6.224, 0.892, -2.653], [6.274, 1.263, 1.796], [-11.850, 1.375, 0.421], [8.235, 1.371, 0.233], [-9.391, -1.041, 1.910], [-5.937, -2.130, -0.612], [3.490, -3.676, 1.651], [7.439, 4.827, 1.388], [6.609, -3.462, -2.838], [5.324, 2.725, 2.128], [-9.372, 0.710, 2.166], [7.917, -1.470, 0.728], [7.099, 4.892, -0.347], [-5.796, 1.873, 0.216], [-4.863, -0.429, 0.817], [-7.474, 1.574, -1.588], [2.733, -2.767, 2.965], [7.927, -2.294, -2.917], [-3.792, 0.747, -1.793], [6.046, -3.135, 0.844], [-10.964, 1.580, -1.097], [-1.762, 0.184, -0.734], [8.189, -3.868, -2.151], [1.329, -4.811, 1.069], [2.499, -3.397, -0.750], [-1.577, 0.040, 2.338], [2.567, -1.642, -0.569], [-10.947, -0.912, -1.482], [8.976, -2.656, -0.044], [4.284, 3.360, 0.071], [4.356, 2.804, -1.619], [-10.318, -1.993, -0.232]],
  "atomic_forces_ev_per_a": [[-0.03, 0.03, 0.23], [-0.19, 0.29, 0.39], [0.01, -0.20, -0.11], [0.09, 0.12, -0.05], [-0.18, -0.22, 0.28], [0.22, -0.11, 0.37], [0.44, -0.06, 0.24], [0.03, 0.01, -0.25], [0.14, -0.10, 0.01], [-0.10, 0.07, -0.20], [0.38, 0.01, -0.15], [-1.40, 0.00, 0.45], [0.04, 0.11, -0.14], [1.60, 0.03, 0.01], [0.17, -0.04, -0.27], [-0.30, 0.07, -0.06], [0.04, -0.02, -0.14], [-0.20, -0.19, 0.04], [-0.43, 0.10, -0.01], [-0.06, 0.19, -0.70], [-0.08, -0.38, -0.17], [0.43, -0.45, 0.22], [0.39, 0.22, 0.28], [0.06, -0.05, -0.23], [0.38, 0.19, 0.19], [-0.39, 0.23, -0.12], [-0.22, -0.01, -0.45], [-0.06, 0.31, -0.03], [-0.15, 0.01, 0.50], [0.22, -0.64, -0.28], [0.11, -0.27, -0.55], [0.10, -0.13, -0.24], [-0.02, 0.31, -0.08], [-0.03, 0.40, 0.06], [-0.48, 0.43, 0.31], [-0.58, -0.13, 0.33], [0.07, -0.29, 0.32], [0.36, -0.31, -0.02], [0.31, 0.10, 0.04], [-0.36, 0.18, -0.22], [-0.06, -0.07, -0.37], [-0.24, 0.28, 0.28], [0.02, -0.03, -0.37], [-0.24, 0.19, 0.44], [-0.21, 0.17, 0.23], [0.04, 0.08, 0.10], [0.09, 0.08, -0.02], [-0.13, 0.03, 0.03], [0.00, -0.05, 0.11], [0.09, 0.06, -0.07], [-0.04, 0.07, -0.18], [0.03, -0.04, 0.05], [-0.07, 0.00, 0.01], [0.02, -0.08, 0.02], [0.08, -0.20, -0.08], [-0.13, 0.04, 0.05], [0.08, -0.11, -0.02], [0.01, -0.03, 0.02], [-0.09, -0.09, -0.06], [0.07, 0.06, -0.10], [-0.10, 0.07, 0.05], [0.03, 0.11, 0.07], [-0.02, 0.06, 0.03], [0.10, 0.04, 0.10], [0.00, -0.03, -0.06], [-0.01, -0.06, -0.01], [-0.06, 0.05, 0.01], [-0.01, -0.08, 0.03], [-0.11, -0.01, 0.05], [0.03, -0.16, 0.01], [-0.02, -0.01, 0.06], [0.09, 0.10, -0.15], [0.06, -0.11, -0.06], [0.06, 0.07, 0.11], [-0.08, -0.08, -0.07], [-0.13, 0.05, 0.07], [0.02, 0.10, 0.07], [0.05, 0.00, 0.04], [0.05, 0.06, -0.09], [-0.01, 0.05, 0.01], [0.02, -0.02, 0.07], [0.15, -0.05, -0.11], [-0.02, -0.05, 0.13], [0.08, 0.07, -0.08], [0.02, -0.02, -0.01], [-0.01, -0.05, 0.06], [-0.05, 0.03, -0.12], [-0.11, 0.05, 0.01], [0.08, -0.09, 0.03], [0.10, -0.09, -0.01], [0.11, -0.12, -0.02], [0.03, 0.01, -0.01], [0.09, 0.07, -0.04], [-0.06, 0.02, -0.11], [0.10, -0.10, -0.02], [-0.03, 0.01, -0.05], [-0.07, 0.03, 0.13], [-0.05, -0.05, 0.00]],
  "mulliken_charge": [-0.261, -0.714, -0.609, -0.331, -0.677, -0.671, -0.330, -0.615, -0.404, 0.143, -0.047, -0.359, 0.164, -0.652, -1.654, -1.548, -1.251, -1.168, -1.546, 0.489, -1.685, 1.692, 1.784, 0.942, 0.930, -1.517, -0.263, -1.921, -0.390, 1.804, 0.034, -0.742, -1.448, -0.877, 0.738, 1.546, -1.430, -1.741, -1.639, 0.697, -0.150, -1.818, -1.454, 0.376, -1.430, 0.530, 0.238, 0.468, 0.391, 0.340, 0.303, 0.131, 0.436, 0.271, 0.518, 0.468, 0.533, 0.367, 0.290, 0.387, 0.377, 0.396, 0.468, 0.419, 0.341, 0.351, 0.314, 0.200, 0.428, 0.211, 0.361, 0.513, 0.395, 0.448, 0.418, 0.319, 0.376, 0.289, 0.361, 0.197, 0.326, 0.464, 0.414, 0.426, 0.346, 0.257, 0.394, 0.344, 0.405, 0.511, 0.507, 0.505, 0.212, 0.367, 0.508, 0.336, 0.468, 0.365],
  "de_lowest_kj_mol": 17.9,
  "homo_lumo_gap_ev": 9.58,
  "max_force_ev_per_a": 1.6
}